# 1
{
  "formula": "C31H55EuN7O4SSi",
  "method": "ωB97M-V/def2-TZVPD",
  "elements": ["Eu", "N", "C", "C", "C", "C", "C", "N", "C", "C", "C", "C", "C", "N", "H", "H", "H", "H", "H", "H", "H", "H", "H", "N", "C", "C", "C", "O", "O", "H", "H", "H", "H", "H", "H", "C", "N", "C", "C", "O", "N", "C", "N", "H", "H", "H", "H", "H", "H", "H", "C", "C", "C", "C", "Si", "C", "C", "C", "C", "C", "C", "C", "C", "H", "H", "H", "H", "H", "H", "H", "H", "H", "H", "H", "H", "H", "H", "H", "H", "H", "H", "H", "H", "H", "H", "H", "H", "H", "H", "H", "C", "C", "O", "H", "H", "H", "H", "H", "H", "S"],
  "positions_angstrom": [[0.198, -0.044, 0.042], [3.706, -1.626, -1.318], [3.297, -2.023, -0.025], [4.246, -2.772, 0.669], [3.882, -3.270, 1.951], [2.717, -2.893, 2.508], [1.842, -1.913, 1.807], [2.089, -1.707, 0.395], [3.158, -0.822, -2.263], [3.913, -0.595, -3.439], [3.392, 0.186, -4.439], [2.120, 0.723, -4.275], [1.468, 0.456, -3.092], [1.965, -0.253, -2.082], [4.614, -1.982, -1.551], [5.216, -2.989, 0.235], [4.545, -3.962, 2.464], [2.394, -3.236, 3.485], [0.793, -2.254, 1.934], [4.899, -1.037, -3.527], [3.963, 0.387, -5.338], [1.640, 1.303, -5.051], [0.467, 0.843, -2.925], [-2.440, -0.067, -1.365], [-2.737, -0.046, -2.805], [-2.251, -1.308, -3.517], [-0.751, -1.624, -3.256], [-0.009, -1.698, -4.242], [-0.447, -1.790, -2.032], [-2.620, -0.997, -1.008], [-3.061, 0.561, -0.872], [-2.242, 0.825, -3.247], [-3.818, 0.059, -2.986], [-2.391, -1.185, -4.592], [-2.842, -2.170, -3.187], [-2.655, -5.056, 1.850], [-1.751, -3.949, 1.686], [-1.521, -3.041, 2.801], [-1.080, -1.772, 2.069], [-0.822, -0.673, 2.525], [-1.259, -1.984, 0.714], [-1.633, -3.212, 0.528], [-1.873, -3.690, -0.715], [-2.289, -5.714, 2.639], [-2.721, -5.629, 0.927], [-3.665, -4.718, 2.122], [-0.764, -3.428, 3.486], [-2.443, -2.848, 3.369], [-1.353, -3.075, -1.385], [-1.718, -4.677, -0.844], [-0.791, 5.701, -1.237], [-0.668, 4.184, -1.424], [-2.078, 3.603, -1.597], [0.055, 3.965, -2.757], [0.250, 3.112, 0.044], [-0.433, 3.962, 1.747], [-1.953, 4.147, 1.728], [-0.135, 2.961, 2.873], [0.167, 5.318, 2.138], [2.187, 3.656, -0.033], [2.884, 2.840, -1.128], [2.481, 5.135, -0.322], [2.886, 3.258, 1.275], [-1.239, 6.156, -2.136], [0.185, 6.165, -1.083], [-1.429, 5.966, -0.394], [-2.545, 3.987, -2.516], [-2.730, 3.865, -0.762], [-2.031, 2.514, -1.661], [-0.551, 4.363, -3.585], [0.224, 2.905, -2.947], [1.019, 4.475, -2.781], [-2.450, 3.217, 1.448], [-2.265, 4.927, 1.034], [-2.306, 4.437, 2.729], [-0.569, 1.981, 2.659], [-0.549, 3.327, 3.827], [0.935, 2.806, 3.008], [-0.024, 6.080, 1.379], [1.243, 5.253, 2.296], [-0.282, 5.664, 3.083], [2.381, 2.903, -2.092], [2.932, 1.791, -0.836], [3.913, 3.205, -1.260], [2.190, 5.393, -1.343], [3.561, 5.325, -0.228], [1.962, 5.807, 0.361], [2.633, 2.237, 1.573], [2.635, 3.928, 2.100], [3.976, 3.300, 1.139], [-4.006, 1.676, 3.575], [-3.678, 0.435, 2.766], [-3.204, 0.739, 1.454], [-4.409, 1.390, 4.549], [-4.753, 2.292, 3.064], [-3.105, 2.268, 3.733], [-4.567, -0.205, 2.673], [-2.887, -0.123, 3.261], [-3.472, 1.640, 1.256], [1.753, -0.245, 2.615]],
  "atomic_forces_ev_per_a": [[0.5653, -0.1941, -0.6947], [0.0452, -0.0439, -0.0731], [-0.5339, 0.0116, 0.2476], [0.4297, -0.0283, -0.0716], [-0.1441, 0.0472, 0.0098], [-0.0661, -0.3115, 0.0671], [-0.2103, 0.8147, 0.6221], [0.5408, -0.5276, -0.3481], [-0.0387, 0.0792, 0.0628], [0.0493, -0.0288, -0.0606], [-0.0434, 0.0214, 0.1495], [-0.0835, 0.0994, -0.1578], [0.0168, 0.0537, 0.0260], [0.0568, 0.1443, -0.1138], [0.0410, -0.0079, -0.0260], [-0.0293, 0.0292, -0.0396], [0.0128, 0.0262, 0.0463], [0.0536, -0.0195, 0.0052], [0.2274, -0.3047, -0.1499], [-0.0126, -0.0080, -0.0050], [0.0197, -0.0605, -0.0099], [-0.0129, 0.0174, 0.0341], [-0.0177, 0.0592, -0.0157], [-0.2454, 0.2168, -0.2945], [0.0733, -0.0712, 0.1272], [0.3002, 0.1403, 0.0865], [-0.3524, -0.0670, -0.1771], [-0.0288, -0.0696, 0.0655], [-0.0346, -0.3677, -0.3896], [0.1601, 0.0208, 0.2046], [-0.0136, 0.0001, 0.0892], [-0.0535, 0.0103, -0.0214], [0.0548, 0.0695, -0.0979], [-0.0485, -0.0540, -0.0050], [-0.0267, 0.0151, 0.0532], [0.0290, 0.0585, -0.0588], [0.0174, -0.1170, 0.0177], [0.2490, -0.1163, 0.1601], [-0.9955, 0.3951, 0.2601], [-0.8792, -0.6563, 0.2228], [-0.2015, -0.1963, -0.0906], [0.0760, -0.0322, 0.1328], [0.0799, -0.1207, 0.1279], [-0.0090, -0.0343, -0.0299], [-0.0071, -0.0185, 0.0229], [-0.0057, -0.0279, -0.0110], [0.0319, 0.0968, -0.0039], [-0.0074, 0.0074, -0.0896], [-0.0271, 0.0741, -0.0818], [-0.0190, -0.0134, 0.0550], [0.0180, -0.0860, -0.0674], [0.1140, 0.0567, 0.2000], [0.0888, 0.0539, 0.0214], [-0.0032, -0.0019, 0.1405], [0.0425, 0.8740, -0.1077], [0.1408, -0.0601, -0.0660], [0.1581, 0.0209, -0.0876], [0.0120, 0.0760, -0.1234], [-0.0855, -0.1003, 0.0086], [-0.1904, 0.1822, 0.0277], [-0.1488, 0.0294, 0.0765], [-0.0701, -0.1123, 0.0240], [-0.1032, 0.0722, 0.0127], [-0.0166, 0.0295, -0.0085], [-0.0810, 0.0427, -0.0106], [0.0271, 0.0352, 0.0196], [-0.0193, 0.0159, -0.0164], [-0.0300, -0.0513, -0.0037], [-0.0466, -0.0258, -0.0344], [-0.0190, 0.0136, -0.0128], [0.0428, -0.0135, -0.0664], [0.0081, -0.0680, -0.0494], [-0.0269, 0.0167, -0.0091], [-0.0742, -0.0110, 0.0094], [-0.0206, -0.0386, 0.0317], [0.0150, -0.0209, 0.0752], [-0.0043, 0.0067, 0.0283], [-0.0373, -0.0812, 0.0522], [0.0188, 0.0384, 0.0455], [-0.0632, 0.0673, 0.0086], [-0.0059, 0.0310, 0.0166], [0.0508, -0.0409, -0.0332], [0.0448, -0.0828, -0.0728], [0.0564, -0.0512, 0.0157], [0.0552, 0.0840, 0.0341], [0.0293, 0.0139, -0.0211], [0.0674, 0.0259, -0.0519], [0.0549, -0.0193, 0.0274], [0.0525, -0.0695, -0.0057], [0.0230, 0.0281, -0.0086], [0.0733, -0.1083, -0.0383], [-0.1242, 0.0187, -0.1389], [-0.2393, 0.0017, 0.2016], [-0.0101, 0.0149, 0.0129], [0.0129, 0.0300, 0.0208], [-0.0240, 0.0472, -0.0153], [0.0315, 0.0062, 0.0694], [0.0333, -0.0747, 0.0013], [0.0827, 0.0615, -0.0941], [1.1074, 0.1125, 0.1823]],
  "mulliken_charge": [0.653, 0.160, 0.296, -1.039, -0.560, -0.916, 1.098, 0.059, 0.208, -0.670, -0.818, -0.975, -0.589, 1.262, 0.180, 0.227, 0.330, 0.314, -0.703, 0.374, 0.357, 0.416, 0.310, 0.126, -0.693, -0.884, 0.617, -0.781, -0.593, 0.042, 0.128, 0.247, 0.412, 0.394, 0.295, -1.108, 0.059, -0.826, -0.468, -0.329, 1.004, 0.021, -0.457, 0.330, 0.318, 0.345, 0.371, 0.332, 0.189, 0.256, -1.809, 2.644, -1.921, -2.201, -0.706, 3.087, -1.333, -1.808, -2.030, 2.851, -1.807, -1.996, -1.994, 0.512, 0.221, 0.323, 0.565, 0.216, 0.100, 0.605, 0.172, 0.272, -0.501, 0.173, 0.631, 0.077, 0.485, 0.343, 0.268, 0.283, 0.570, 0.197, 0.075, 0.627, 0.330, 0.594, 0.205, 0.117, 0.319, 0.555, -1.238, 0.047, -0.275, 0.439, 0.363, 0.174, 0.319, 0.004, 0.154, -0.619],
  "charge": -2,
  "molar_mass_g_mol": 801.943,
  "total_energy_ev": -89703.945,
  "homo_energy_ev": [0.0987, 0.0826],
  "spin_multiplicity": 8
}

# 2
{
  "formula": "C31H55HoO5SSi",
  "method": "ωB97M-V/def2-TZVPD",
  "elements": ["O", "C", "C", "H", "H", "C", "H", "H", "C", "H", "H", "H", "C", "H", "H", "H", "Ho", "C", "C", "C", "H", "C", "C", "H", "H", "H", "H", "C", "C", "C", "H", "C", "C", "H", "H", "H", "H", "O", "C", "C", "H", "H", "C", "H", "H", "C", "H", "H", "H", "H", "C", "C", "C", "C", "O", "Si", "S", "O", "C", "C", "C", "C", "O", "C", "C", "C", "C", "H", "H", "H", "H", "H", "H", "H", "H", "H", "H", "H", "H", "H", "H", "H", "H", "H", "H", "H", "H", "H", "H", "H", "H", "H", "H", "H"],
  "positions_angstrom": [[0.267, -1.010, -4.096], [0.789, 0.248, -4.752], [0.678, -0.297, -6.165], [1.810, 0.455, -4.411], [0.120, 1.086, -4.562], [0.286, -1.627, -5.493], [1.640, -0.335, -6.699], [-0.101, 0.173, -6.776], [1.431, -2.589, -5.676], [2.369, -2.043, -5.509], [1.410, -2.958, -6.704], [1.352, -3.444, -4.995], [-1.085, -2.209, -5.815], [-1.841, -1.424, -5.924], [-1.393, -2.908, -5.030], [-1.014, -2.788, -6.744], [-0.068, -1.193, -2.026], [-2.055, -1.484, -0.476], [-2.129, -0.080, -0.718], [-2.475, 0.118, -2.082], [-1.980, 0.698, 0.029], [-2.653, -1.163, -2.682], [-2.385, -2.157, -1.691], [-2.543, -3.230, -1.806], [-1.867, -1.930, 0.499], [-2.705, 1.090, -2.535], [-3.100, -1.343, -3.664], [1.202, -2.570, -0.436], [0.463, -3.506, -1.217], [1.051, -3.548, -2.520], [-0.328, -4.164, -0.867], [2.148, -2.643, -2.544], [2.217, -1.997, -1.277], [2.949, -1.239, -0.971], [1.056, -2.323, 0.610], [0.822, -4.293, -3.286], [2.907, -2.565, -3.318], [0.359, 3.393, -3.981], [-1.046, 3.280, -4.343], [-1.900, 4.172, -3.442], [-1.384, 2.231, -4.155], [-1.120, 3.527, -5.421], [-0.937, 4.679, -2.346], [-2.669, 3.541, -2.966], [-2.429, 4.963, -3.956], [0.437, 4.048, -2.696], [-1.250, 4.314, -1.364], [-0.924, 5.776, -2.307], [0.646, 3.265, -1.953], [1.257, 4.781, -2.758], [1.534, 3.263, 2.974], [1.919, 1.976, 3.686], [3.169, 1.380, 3.054], [2.148, 2.273, 5.162], [0.824, 1.045, 3.639], [0.305, 0.081, 2.381], [0.728, 0.801, 0.541], [1.040, -1.392, 2.576], [1.169, -2.243, 3.742], [1.687, -3.589, 3.256], [2.167, -1.651, 4.723], [-0.159, -2.442, 4.454], [-1.292, -0.194, 2.761], [-2.240, 0.629, 3.490], [-3.624, 0.066, 3.190], [-1.984, 0.580, 4.989], [-2.160, 2.077, 3.044], [2.371, 3.970, 3.041], [0.660, 3.724, 3.453], [1.319, 3.084, 1.914], [3.988, 2.104, 3.162], [3.456, 0.452, 3.566], [3.021, 1.182, 1.983], [1.237, 2.683, 5.613], [2.423, 1.362, 5.704], [2.956, 3.001, 5.288], [2.663, -3.473, 2.772], [1.803, -4.280, 4.099], [0.988, -4.042, 2.545], [1.824, -0.679, 5.091], [2.260, -2.323, 5.586], [3.155, -1.542, 4.261], [-0.483, -1.518, 4.945], [-0.936, -2.799, 3.769], [-0.035, -3.195, 5.245], [-3.715, -0.972, 3.533], [-4.398, 0.655, 3.700], [-3.827, 0.093, 2.114], [-0.973, 0.929, 5.218], [-2.682, 1.250, 5.508], [-2.137, -0.424, 5.398], [-1.217, 2.526, 3.369], [-2.256, 2.170, 1.958], [-2.981, 2.627, 3.520]],
  "atomic_forces_ev_per_a": [[0.8658, 1.1846, -4.2530], [-0.1814, 0.4596, 0.4595], [-0.1274, -0.0615, 0.3353], [-0.3137, -0.0487, 0.0513], [0.3052, -0.1616, 0.3143], [-0.3944, -0.3611, -0.5287], [-0.5508, -0.0048, 0.0877], [0.2250, -0.1335, 0.2080], [0.0283, -0.3783, 0.6305], [-0.1216, -0.4091, 0.0024], [0.0160, 0.1217, 0.0138], [0.1706, 0.2595, -0.3265], [0.3497, -0.0475, 0.1137], [0.1369, -0.1713, 0.0688], [0.0436, 0.1547, -0.0357], [-0.0598, 0.2371, 0.0785], [-0.4955, 1.1211, 2.6068], [-0.6287, 0.5551, -0.1073], [-0.3157, -0.5343, -0.0838], [-0.0128, -0.2433, 0.2127], [0.1103, -0.3781, -0.3519], [-0.2272, -0.1397, 0.2421], [-0.5733, 0.3081, -0.0536], [0.1589, 0.3673, -0.0205], [0.0901, 0.0762, -0.3034], [0.2355, -0.4923, 0.1052], [0.4721, 0.0241, 0.3196], [0.4582, -0.4950, -0.3980], [1.1028, -0.1722, 0.1860], [0.2164, -0.1622, 0.3903], [0.1420, 0.2958, -0.0649], [-0.0760, -0.1300, 0.8465], [0.0393, -0.8193, 0.1788], [-0.4410, -0.4022, -0.1040], [-0.1149, 0.0914, -0.1927], [-0.1322, 0.4282, 0.2989], [-0.4322, 0.2286, 0.0218], [-1.4398, 0.6411, 0.0972], [0.3953, -0.5441, -0.2835], [-0.0614, -0.5648, 0.7303], [0.3033, 0.5393, -0.4317], [-0.0500, -0.2448, 0.5432], [0.2267, 0.0530, -0.2161], [0.1490, 0.2946, -0.2443], [0.1489, 0.2320, -0.2296], [-0.0103, -0.2031, 0.1390], [0.0478, 0.1558, -0.1269], [0.1763, -0.3220, -0.0722], [0.2880, 0.3229, -0.0129], [-0.3073, -0.3537, 0.1814], [0.0387, 0.3813, -0.1940], [-0.2358, -0.1860, -0.0137], [0.4040, 0.0213, -0.0158], [0.0445, -0.0318, 0.1957], [0.0562, 0.2133, -0.2980], [-0.1778, -0.3840, 1.2392], [0.1104, 0.0869, -1.5289], [0.0501, -0.5196, 0.2883], [-0.0733, 0.1505, -0.2239], [0.1002, -0.1446, -0.1658], [0.1888, 0.0749, 0.2936], [-0.2548, -0.0883, 0.3123], [-0.2491, 0.3640, 0.2170], [0.1957, -0.2543, -0.2834], [-0.1945, -0.1417, -0.1235], [0.0595, 0.0398, 0.4224], [-0.1090, 0.3428, 0.0092], [-0.1596, -0.0469, -0.0096], [0.1501, -0.0954, -0.1123], [-0.0113, -0.0071, 0.2728], [-0.0678, -0.1825, -0.0369], [-0.0746, 0.2679, -0.1895], [-0.0032, 0.0139, 0.3571], [0.1288, -0.0760, -0.0817], [-0.0363, 0.1012, -0.0602], [-0.0933, -0.0662, -0.0219], [-0.1618, -0.0108, -0.0126], [-0.0100, 0.1483, -0.1152], [0.0764, 0.0801, 0.0196], [0.0778, -0.1578, -0.1467], [0.0491, 0.0771, -0.1313], [-0.1713, -0.0153, 0.0684], [0.0272, -0.2368, -0.2846], [0.1009, 0.2003, 0.0736], [0.0338, 0.0909, -0.1568], [0.1214, 0.1507, -0.0811], [0.1650, -0.0639, -0.0684], [0.0573, -0.0157, 0.1130], [-0.1099, -0.1850, -0.0584], [0.0320, -0.1061, -0.1562], [0.0478, 0.1272, -0.0967], [-0.1353, -0.0830, -0.1677], [0.0433, -0.0181, 0.0811], [0.1350, 0.0115, -0.1508]],
  "mulliken_charge": [0.493, 0.553, -0.869, 0.432, -0.670, 1.514, 0.319, 0.345, -1.663, 0.441, 0.509, 0.124, -1.546, 0.329, 0.231, 0.491, 0.074, -0.615, 0.243, -1.068, 0.408, -0.624, -1.198, 0.547, 0.769, 0.619, 0.600, -0.113, -1.167, -0.553, 0.601, -0.287, -1.166, 0.510, 1.081, 0.484, 0.603, -0.413, 0.189, -0.637, -0.293, 0.377, -0.390, 0.223, 0.302, -0.091, 0.157, 0.286, -0.048, 0.289, -1.645, 1.502, -1.302, -1.683, 0.520, -0.553, -0.618, 0.370, 2.074, -2.004, -1.574, -1.626, -0.143, 1.865, -1.696, -1.699, -1.283, 0.529, 0.314, 0.187, 0.581, 0.121, 0.117, 0.292, 0.346, 0.432, 0.389, 0.435, 0.394, 0.076, 0.482, 0.323, 0.125, 0.277, 0.563, 0.345, 0.384, 0.256, 0.083, 0.532, 0.404, 0.011, 0.189, 0.575],
  "molar_mass_g_mol": 732.859,
  "total_energy_ev": -87792.997,
  "homo_energy_ev": [-7.2658, -7.2746],
  "spin_multiplicity": 5
}